A structure of composition C16H20Cl6IrN2O6S, computed with ωB97M-V/def2-TZVPD.

```
52
Properties=species:S:1:pos:R:3
Ir -0.023 0.096 -1.593
Cl 0.325 -3.870 -7.379
C 0.599 -3.128 -5.906
C -0.375 -2.201 -5.399
Cl -1.787 -1.882 -6.280
C -0.143 -1.593 -4.204
Cl -1.306 -0.466 -3.553
C 1.032 -1.847 -3.432
O 1.257 -1.292 -2.313
C 1.993 -2.787 -3.961
Cl 3.377 -3.077 -3.040
C 1.775 -3.409 -5.173
Cl 2.911 -4.509 -5.790
O -3.171 -1.029 0.094
Cl -1.856 -1.271 0.537
O -1.658 -2.516 1.158
O -0.970 -1.405 -0.780
O -1.328 -0.178 1.291
N 1.233 0.499 -0.140
C 1.583 0.133 0.920
N 2.054 -0.200 2.050
C 1.478 0.320 3.321
C 0.973 -0.845 4.159
C 2.066 -1.892 4.358
C 2.585 -2.394 3.013
C 3.111 -1.242 2.172
H 0.689 1.025 3.067
H 2.282 0.856 3.828
H 0.111 -1.294 3.662
H 0.631 -0.452 5.117
H 1.679 -2.726 4.942
H 2.892 -1.461 4.932
H 1.784 -2.902 2.467
H 3.392 -3.114 3.149
H 3.398 -1.549 1.168
H 3.967 -0.761 2.649
C -4.066 2.370 -0.209
C -2.963 2.397 0.835
S -1.295 2.451 0.167
O -1.381 1.498 -1.079
C -1.241 4.075 -0.591
C -1.038 5.156 0.464
H -5.016 2.248 0.309
H -3.944 1.528 -0.886
H -4.120 3.293 -0.784
H -2.974 1.510 1.467
H -3.014 3.273 1.487
H -2.152 4.211 -1.172
H -0.396 4.018 -1.278
H -1.886 5.232 1.144
H -0.938 6.117 -0.036
H -0.134 4.985 1.047
```

The value obtained for the relative energy (zero: lowest compared OMol25 entry of this formula, charge and spin) is 91.80 kJ/mol. Its total charge is +2. As for the total energy: -120965.42551 eV. The multiplicity is 2.



The ion C8H8ClN2O with charge +1 in a non-equilibrium geometry, computed with ωB97M-V/def2-TZVPD.

```
20
Properties=species:S:1:pos:R:3
C 0.140 -1.513 0.309
C -1.258 -1.556 0.300
C 0.972 -0.353 0.285
C 0.543 0.930 0.516
C -1.920 0.791 0.250
C 2.629 0.969 0.091
C 3.885 1.592 -0.209
C -3.521 -0.882 -0.297
N 2.302 -0.339 0.089
N -2.146 -0.455 0.076
O 1.565 1.764 0.399
Cl -2.921 2.110 0.307
H 0.720 -2.431 0.174
H -1.751 -2.515 0.033
H 4.605 1.172 0.426
H 4.261 1.224 -1.117
H 3.600 2.588 -0.200
H -3.600 -1.556 -1.158
H -3.919 -1.505 0.454
H -4.187 -0.035 -0.726
```

The value obtained for the relative energy (zero: lowest compared OMol25 entry of this formula, charge and spin) is 556.53 kJ/mol. Its total charge is +1. As for the total energy: -25962.52689 eV.



A cluster of 2 separate species, C6H16N2O2P in total in a non-equilibrium geometry, computed with ωB97M-V/def2-TZVPD.

```
27
Properties=species:S:1:pos:R:3
C -2.019 -0.305 1.676
C -2.720 0.806 -0.410
C 1.916 1.426 -1.196
C 3.306 0.070 0.533
C -1.470 0.425 0.459
C 1.939 0.674 0.136
N -1.950 -2.085 -1.111
N -0.586 -0.286 -0.379
O 0.986 -1.563 1.459
O 1.453 -1.675 -1.090
P 0.914 -0.967 0.085
H -2.439 0.356 2.377
H -2.631 -1.138 1.381
H -1.157 -0.945 2.221
H -3.276 -0.158 -0.545
H -2.493 1.080 -1.468
H -3.521 1.386 -0.034
H 1.721 2.560 -1.181
H 2.810 1.196 -1.703
H 1.042 0.876 -1.840
H 4.122 0.848 0.544
H 3.508 -0.824 0.101
H 3.115 -0.111 1.597
H -0.871 1.376 0.863
H 1.574 1.337 0.913
H -1.139 -2.597 -1.263
H -2.134 -1.763 -2.125
```

The value obtained for the relative energy (zero: lowest compared OMol25 entry of this formula, charge and spin) is 457.21 kJ/mol. Its total charge is -1. As for the total energy: -22844.45676 eV.



A structure of composition C30H24CoN4O9S5 in a non-equilibrium geometry, computed with ωB97M-V/def2-TZVPD.

```
73
Properties=species:S:1:pos:R:3
Co -1.809 0.959 1.998
C -1.376 -4.362 -2.585
O -1.695 -4.692 -1.229
C -1.528 -3.819 -0.165
C -1.422 -4.448 1.071
C -1.612 -3.712 2.203
C -2.117 -2.391 2.156
C -2.608 -1.696 3.411
C -2.570 -2.404 4.701
O -3.054 -0.537 3.337
C -1.928 -1.714 0.859
O -2.052 -0.408 0.728
C -1.660 -2.463 -0.280
H -1.531 -5.287 -3.154
H -0.288 -4.102 -2.627
H -1.994 -3.527 -2.899
H -1.298 -5.535 1.099
H -1.249 -4.063 3.175
H -2.947 -3.443 4.556
H -3.131 -1.843 5.467
H -1.479 -2.490 5.015
H -1.619 -1.906 -1.208
O 2.149 1.086 3.891
S 0.719 1.315 3.991
O 0.041 0.600 5.055
O 0.088 1.037 2.647
C 0.410 3.119 4.406
C 1.574 3.906 4.402
C 1.574 5.169 4.965
C 0.365 5.797 5.245
C -0.788 5.160 4.968
C -0.777 3.785 4.682
S -2.528 3.251 4.443
O -3.085 4.414 3.703
O -3.152 3.002 5.723
O -2.472 2.160 3.455
H 2.472 3.472 3.989
H 2.516 5.603 5.360
H 0.386 6.856 5.473
H -1.766 5.693 5.168
S 3.320 0.183 -2.794
C 3.035 -1.438 -2.632
S 2.328 -2.068 -1.129
C 2.437 -3.694 -1.781
N 2.894 -3.738 -3.048
N 3.210 -2.506 -3.503
C 3.817 -2.377 -4.830
C 4.092 -3.600 -5.425
C 4.518 -3.655 -6.712
C 4.675 -2.517 -7.472
C 4.390 -1.236 -6.881
C 4.023 -1.186 -5.550
S 1.921 -4.895 -0.831
H 3.978 -4.473 -4.801
H 4.663 -4.602 -7.243
H 5.022 -2.509 -8.544
H 4.269 -0.330 -7.437
H 3.796 -0.262 -5.062
N -2.817 4.091 -0.430
C -2.626 3.465 0.751
N -1.895 2.374 0.626
C -1.524 2.226 -0.729
C -0.570 1.420 -1.334
C -0.234 1.761 -2.642
C -0.918 2.768 -3.346
C -1.723 3.707 -2.675
C -2.064 3.401 -1.380
H -3.430 4.948 -0.575
H -2.992 3.776 1.727
H -0.036 0.711 -0.699
H 0.654 1.326 -3.180
H -0.766 2.825 -4.449
H -2.205 4.556 -3.189
```

The value obtained for the relative energy (zero: lowest compared OMol25 entry of this formula, charge and spin) is 0.00 kJ/mol. Its total charge is -1. As for the total energy: -147691.03025 eV. The multiplicity is 5.